Entry 1:
The following is a quantum chemistry calculation of a 2-piece molecular cluster, C2H5N3OS overall, from OMol25.

Geometry as XYZ:
```
12
Properties=species:S:1:pos:R:3:mulliken_charge:R:1
C 0.011 -0.291 -0.126 0.36
C -0.015 2.348 2.107 -0.31
H 0.020 -1.545 -2.330 0.34
H -0.849 1.020 -1.689 0.25
H 0.901 0.064 1.573 0.31
H -0.446 3.386 2.100 0.28
H 0.788 1.952 2.862 0.21
N -0.388 0.199 -1.358 -0.11
N -0.378 0.399 0.985 -0.03
N -0.849 1.651 0.959 -0.46
O 0.086 -0.486 -2.614 -0.41
S 0.639 -1.817 0.150 -0.43
```

* orbital gap: 7.81 eV
* total charge: 0
* HOMO energy: -8.604 eV

***

Entry 2:
The following is a quantum chemistry calculation of C4H6LuO5 as an isolated structure, from OMol25.

Geometry as XYZ:
```
16
Properties=species:S:1:pos:R:3:lowdin_spin:R:1
H -0.703 1.227 2.039 0.00
O 0.427 1.007 0.306 0.07
O 2.205 2.133 2.024 0.00
C -0.079 1.810 1.339 0.00
C 1.040 2.428 2.125 0.00
H -0.709 2.631 0.954 0.00
H 0.696 3.212 2.835 0.00
O -1.153 -0.698 0.448 0.08
C -0.492 0.184 -0.305 0.02
O 0.277 -0.631 -1.217 -0.01
Lu -0.685 -2.599 -0.594 0.00
O -1.434 0.860 -0.988 0.82
C 0.703 0.134 -2.419 0.00
H 0.630 1.224 -2.324 0.00
H 1.773 -0.079 -2.535 0.00
H 0.151 -0.263 -3.275 0.00
```

* orbital gap (alpha / beta): 3.19 / 3.18 eV
* total charge: +2
* expectation value of S²: 0.755
* multiplicity: 2
* HOMO energy (alpha / beta): -15.486 / -15.483 eV

***

Entry 3:
The following is a quantum chemistry calculation of C13H30N2O7Sr as an isolated structure, from OMol25.

Geometry as XYZ:
```
53
Properties=species:S:1:pos:R:3:mulliken_charge:R:1
Sr -1.378 -0.546 -1.285 1.24
C -3.254 0.766 -4.328 0.70
O -3.153 1.525 -3.358 -0.76
O -2.710 -0.319 -4.415 -0.67
O -3.951 1.053 -5.297 -0.76
C 1.302 1.798 -2.328 -0.85
O 0.963 0.461 -2.597 -0.13
C 2.227 -0.237 -2.706 -0.70
C 1.945 -1.700 -3.160 -0.90
N 1.308 -2.400 -2.072 -0.09
C 0.759 -3.634 -2.707 -0.68
C -0.331 -4.287 -1.860 -0.72
O -1.499 -3.412 -1.780 -0.09
C -2.817 -3.943 -1.562 -0.71
H 1.933 1.619 -1.458 0.33
H 0.507 2.506 -2.093 0.34
H 1.902 2.262 -3.111 0.26
H 2.773 -0.144 -1.767 0.48
H 2.848 0.021 -3.564 0.32
H 2.920 -2.131 -3.385 0.39
H 1.327 -1.639 -4.056 0.46
H 1.966 -2.607 -1.334 0.19
H 1.429 -4.464 -2.934 0.37
H 0.277 -3.424 -3.662 0.36
H 0.024 -4.544 -0.863 0.30
H -0.658 -5.249 -2.254 0.43
H -3.041 -4.533 -2.451 0.32
H -3.368 -3.004 -1.510 0.17
H -3.029 -4.423 -0.607 0.30
C -0.616 5.699 4.769 -0.76
O 0.041 5.147 3.641 -0.35
C -0.394 3.733 3.408 -0.32
C -0.049 3.125 2.009 -0.94
N 0.063 1.615 1.911 -0.15
C 1.130 0.998 2.767 -0.63
C 1.487 -0.367 2.309 -0.75
O 0.391 -1.081 1.905 -0.16
C -0.178 -1.841 2.995 -0.82
H -0.300 6.722 4.976 0.28
H -0.582 5.146 5.708 0.30
H -1.670 5.838 4.525 0.33
H -1.474 3.712 3.553 0.34
H -0.040 3.043 4.174 0.29
H 0.857 3.464 1.506 0.41
H -0.819 3.370 1.278 0.39
H -0.791 1.244 2.303 0.26
H 0.642 0.751 3.710 0.31
H 2.028 1.607 2.867 0.50
H 2.053 -0.902 3.071 0.33
H 2.180 -0.046 1.531 0.32
H -1.020 -2.300 2.477 0.25
H -0.587 -1.331 3.867 0.31
H 0.425 -2.713 3.246 0.35
```

* orbital gap: 2.75 eV
* total charge: 0
* HOMO energy: -3.882 eV

***

Entry 4:
The following is a quantum chemistry calculation of an isolated molecule of C4H10N2O2, from OMol25.

Geometry as XYZ:
```
18
Properties=species:S:1:pos:R:3:mulliken_charge:R:1
C -1.073 -1.557 0.535 0.66
C 0.861 1.481 -0.295 -1.24
C 0.774 -0.508 -1.514 -1.25
C -0.842 -0.073 0.266 -0.48
N -1.163 0.696 1.509 -0.52
N 0.556 0.091 -0.190 0.02
O -0.156 -2.078 1.434 -0.44
O -1.972 -2.168 0.037 -0.52
H 0.198 2.052 -0.867 0.40
H 0.927 1.829 0.723 0.41
H 1.862 1.462 -0.809 0.37
H 0.478 0.074 -2.364 0.37
H 1.776 -0.658 -1.579 0.49
H 0.434 -1.485 -1.685 0.40
H -1.578 0.226 -0.574 0.28
H -0.428 0.223 2.094 0.40
H -0.961 1.721 1.436 0.30
H 0.307 -1.325 1.842 0.34
```

* orbital gap: 10.27 eV
* total charge: 0
* HOMO energy: -9.620 eV

***

Entry 5:
The following is a quantum chemistry calculation of an isolated molecule of C14H26N2O, from OMol25.

Geometry as XYZ:
```
43
Properties=species:S:1:pos:R:3:mulliken_charge:R:1
C 0.200 4.589 1.233 -1.44
H -0.243 4.994 2.139 0.40
H -0.419 4.882 0.388 0.34
C 0.305 3.071 1.323 -0.05
C 0.954 2.495 0.065 -1.80
H 0.415 2.869 -0.811 0.43
H 1.978 2.876 0.002 0.46
C 1.010 0.963 -0.031 2.61
C 2.027 0.579 -1.127 -1.68
N 2.168 -0.859 -1.253 0.13
C 0.898 -1.447 -1.634 -1.78
H 0.596 -1.027 -2.598 0.36
H 1.049 -2.523 -1.761 0.53
C -0.190 -1.191 -0.571 3.05
C -1.502 -1.862 -1.020 -1.87
C -2.463 -2.309 0.086 -0.10
C -3.778 -2.803 -0.507 -1.51
H -4.447 -3.142 0.280 0.41
H -4.275 -2.010 -1.062 0.35
H -3.601 -3.634 -1.187 0.32
H -2.005 -3.118 0.657 0.32
H -2.668 -1.495 0.782 0.37
H -1.249 -2.748 -1.611 0.45
H -2.027 -1.177 -1.695 0.31
C -0.344 0.344 -0.434 -1.01
O -1.331 0.700 0.510 -0.56
H -2.184 0.403 0.176 0.52
H -0.626 0.753 -1.423 0.53
C 0.350 -1.739 0.764 -1.55
N 1.634 -1.144 1.092 0.16
C 1.478 0.292 1.272 -1.58
H 0.745 0.455 2.063 0.46
H 2.440 0.706 1.585 0.31
C 2.585 -1.409 0.030 -0.95
H 2.704 -2.491 -0.076 0.34
H 3.549 -0.971 0.300 0.35
H -0.340 -1.510 1.579 0.30
H 0.481 -2.822 0.702 0.37
H 1.715 0.984 -2.095 0.39
H 3.009 0.994 -0.884 0.47
H -0.686 2.641 1.450 0.20
H 0.904 2.808 2.196 0.31
H 1.185 5.035 1.104 0.33
```

* orbital gap: 8.64 eV
* total charge: 0
* HOMO energy: -7.921 eV

***

Entry 6:
The following is a quantum chemistry calculation of C18H32LuN6O4Si2 as an isolated structure, from OMol25.

Geometry as XYZ:
```
63
Properties=species:S:1:pos:R:3:mulliken_charge:R:1
Lu 0.930 0.524 -0.220 2.01
N 1.872 2.819 -0.946 -0.50
C 3.321 2.893 -0.747 -0.63
C 3.715 2.155 0.535 0.46
O 4.852 2.347 0.986 -0.81
N 2.748 1.373 1.003 -0.19
C 3.108 0.586 2.162 -0.74
C 2.498 -0.804 2.041 0.40
O 3.042 -1.796 2.524 -0.82
O 1.384 -0.851 1.379 -0.57
H 1.394 3.207 -0.135 -0.01
H 1.580 3.366 -1.748 0.22
H 3.822 2.398 -1.584 0.26
H 3.707 3.915 -0.685 0.37
H 4.186 0.487 2.297 0.38
H 2.708 1.029 3.085 0.23
C -1.597 3.082 -1.436 -1.22
Si -1.154 2.423 0.334 0.41
C -1.019 4.055 1.350 -1.45
C -2.811 1.645 0.888 0.31
C -3.802 2.393 1.537 -0.55
C -5.017 1.835 1.903 -0.68
C -5.272 0.501 1.619 -0.64
C -4.299 -0.253 0.982 -0.40
C -3.064 0.289 0.614 0.21
Si -1.696 -0.773 -0.205 0.07
C -2.571 -1.339 -1.856 -1.64
C -1.719 -2.352 0.931 -1.28
H -2.528 3.657 -1.421 0.43
H -1.731 2.261 -2.147 0.22
H -0.812 3.738 -1.827 0.35
H -1.829 4.761 1.127 0.33
H -0.079 4.578 1.148 0.34
H -1.038 3.850 2.423 0.35
H -3.620 3.437 1.767 0.23
H -5.763 2.438 2.410 0.37
H -6.219 0.051 1.899 0.37
H -4.502 -1.302 0.778 0.25
H -3.264 -2.178 -1.707 0.38
H -1.894 -1.604 -2.676 0.50
H -3.169 -0.503 -2.228 0.39
H -2.373 -3.148 0.550 0.32
H -2.106 -2.063 1.910 0.52
H -0.721 -2.756 1.105 0.22
C 1.839 -5.060 0.288 -1.09
N 2.025 -3.887 -0.531 0.10
C 3.152 -2.984 -0.364 -0.23
C 2.632 -1.757 -1.083 0.32
O 3.199 -0.671 -1.145 -0.64
N 1.370 -1.980 -1.555 -0.25
C 1.044 -3.207 -1.149 0.35
N -0.171 -3.729 -1.385 -0.42
H 2.793 -5.578 0.384 0.37
H 1.143 -5.749 -0.191 0.41
H 1.480 -4.797 1.286 0.33
H 4.064 -3.370 -0.823 0.31
H 3.316 -2.739 0.692 0.12
H -0.868 -3.038 -1.633 0.08
H -0.509 -4.436 -0.753 0.32
N 1.014 0.662 -2.698 -0.59
H 0.292 0.160 -3.199 0.21
H 1.897 0.178 -2.825 0.32
H 1.094 1.611 -3.035 0.24
```

* orbital gap: 5.68 eV
* total charge: -1
* HOMO energy: -3.243 eV